Entry 1:
# C3H27NO13S

A cluster of 12 separate species, C3H27NO13S in total (the ωB97M-V functional and the def2-TZVPD basis, OMol25).

Results
Net charge: -2
Kohn-Sham gap: 6.1 eV
Highest occupied orbital energy: -0.96 eV
Multiplicity: 1

Last column: natural (NBO) charge in e.
Positions of all 45 atoms, in Å:
O1 0.5364 -1.4943 -1.4765  -0.871
C1 1.3872 -1.4450 -0.5293  0.781
O2 2.5680 -1.8279 -0.5967  -0.778
C2 0.8879 -0.7009 0.7328  -0.197
C3 0.5246 -1.7224 1.8005  -0.537
S1 0.5009 -1.0260 3.4521  -0.724
N1 -0.2592 0.1336 0.3601  -0.876
H1 1.7108 -0.0616 1.0275  0.198
H2 -0.4806 -2.1530 1.6398  0.172
H3 1.2288 -2.5772 1.7147  0.196
H4 -1.0487 -0.3338 0.7869  0.358
H5 -0.4676 0.0307 -0.6320  0.400
H6 2.4354 0.7586 -1.3945  0.474
H7 3.4950 0.9618 -0.3035  0.508
O3 3.0697 1.4078 -1.0710  -1.007
H8 0.1377 0.2167 -3.1877  0.483
H9 -1.3316 -0.0164 -3.1536  0.512
O4 -0.6837 0.7333 -3.2326  -1.018
H10 3.6443 -0.4100 1.6996  0.492
H11 3.9394 -0.9413 0.2743  0.519
O5 4.1414 -0.2049 0.8966  -1.003
H12 -0.1389 2.4371 -2.4523  0.502
H13 1.1869 3.0271 -2.1151  0.476
O6 0.2663 3.2955 -2.2330  -0.984
H14 -3.0149 -1.4170 0.3098  0.473
H15 -3.2448 0.0070 -0.0978  0.513
O7 -3.2706 -0.8978 -0.4634  -0.996
H16 -2.6273 -1.4015 -2.1558  0.506
H17 -1.2308 -2.1156 -2.2972  0.513
O8 -1.9131 -1.6255 -2.7882  -1.005
H18 -2.6671 2.3551 0.2413  0.509
H19 -3.7172 1.9687 1.3025  0.476
O9 -3.3295 1.6462 0.4835  -1.007
H20 -1.1425 3.6566 0.9213  0.502
H21 -1.1253 3.5225 -0.5603  0.518
O10 -1.7409 3.7627 0.1609  -0.984
H22 1.4601 2.5585 0.2804  0.493
H23 -0.0063 1.9506 0.5317  0.506
O11 0.5886 2.7219 0.6454  -1.044
H24 0.5571 -3.2510 -1.9977  0.502
H25 -0.0537 -4.0330 -0.8952  0.459
O12 0.2702 -4.1748 -1.7919  -0.988
H26 -1.9598 1.0940 2.5935  0.477
H27 -1.6813 0.2863 3.9037  0.506
O13 -2.3817 0.6569 3.3418  -1.003



Entry 2:
# C20H19MnN5

A structure of composition C20H19MnN5 (the ωB97M-V functional and the def2-TZVPD basis, OMol25).

Results
Net charge: +4
Kohn-Sham gap (alpha / beta): 5.2 / 6.5 eV
Highest occupied orbital energy (alpha / beta): -22.59 / -22.62 eV
Multiplicity: 4

Last column: natural (NBO) charge in e.
Positions of all 45 atoms, in Å:
Mn1 -0.0753 -0.0351 -0.1087  1.512
C1 -0.4093 3.1728 -0.3333  -0.660
C2 -1.5364 2.4703 0.3426  0.319
C3 -2.6350 3.1833 0.8591  -0.170
C4 -3.6915 2.5254 1.4464  -0.037
C5 -3.7022 1.1138 1.4908  -0.124
C6 -2.6209 0.4476 0.9902  0.119
N1 -1.5321 1.1335 0.4533  -0.483
C7 -2.4593 -0.9966 0.7611  0.249
C8 -3.3798 -1.9741 0.4021  -0.166
C9 -2.9218 -3.0781 -0.3143  0.006
C10 -1.5887 -3.1767 -0.7735  -0.138
C11 -0.6783 -2.2456 -0.3312  0.135
N2 -1.1460 -1.3188 0.5853  -0.353
C12 0.7834 -2.0780 -0.8470  0.082
C13 1.6021 -3.1678 -0.9132  -0.142
C14 2.7916 -3.0134 -1.6612  -0.029
C15 3.0671 -1.8164 -2.2881  -0.181
C16 2.2328 -0.6976 -2.1268  0.338
C17 2.5417 0.6153 -2.7533  -0.686
N3 1.1058 -0.8427 -1.3996  -0.542
H1 -0.8028 3.7413 -1.1809  0.314
H2 0.3572 2.4938 -0.7236  0.182
H3 0.0651 3.8849 0.3457  0.301
H4 -2.6235 4.2651 0.7883  0.296
H5 -4.5268 3.0848 1.8530  0.301
H6 -4.5538 0.5771 1.8921  0.293
H7 -4.4431 -1.8235 0.5512  0.306
H8 -3.6409 -3.8203 -0.6481  0.307
H9 -1.3026 -3.9594 -1.4669  0.304
H10 1.3325 -4.1148 -0.4630  0.290
H11 3.4769 -3.8484 -1.7611  0.299
H12 3.9557 -1.7129 -2.9004  0.297
H13 2.4912 0.5020 -3.8417  0.319
H14 3.5616 0.9303 -2.5222  0.289
H15 1.8310 1.3919 -2.4698  0.222
N4 1.0724 0.3891 2.5013  -0.307
C18 2.1577 0.8700 3.0988  0.147
C19 3.0239 1.3540 2.1115  -0.249
C20 2.3973 1.1139 0.9173  0.029
N5 1.1806 0.5204 1.1435  -0.337
H16 0.2779 -0.0581 2.9385  0.458
H17 2.2549 0.8394 4.1770  0.307
H18 3.9870 1.8171 2.2647  0.320
H19 2.7230 1.3410 -0.0858  0.261



Entry 3:
# C2H5AgO3

A structure of composition C2H5AgO3 (the ωB97M-V functional and the def2-TZVPD basis, OMol25).

Results
Net charge: +1
Kohn-Sham gap (alpha / beta): 9.6 / 8.4 eV
Highest occupied orbital energy (alpha / beta): -14.37 / -14.35 eV
Multiplicity: 2

Last column: natural (NBO) charge in e.
Positions of all 11 atoms, in Å:
H1 -1.0153 1.9102 6.3679  0.212
O1 -0.5802 2.1483 4.4123  -0.086
O2 0.3398 1.1374 4.4897  -0.547
C1 -1.2815 2.3693 5.4107  0.256
H2 -2.0047 3.1806 5.2997  0.211
Ag1 1.1594 0.2187 2.2997  0.932
O3 0.4242 -0.3949 -0.0301  -0.356
C2 -0.6523 -0.3142 -0.8408  -0.313
H3 -0.3838 -0.3707 -1.9087  0.220
H4 -1.2389 -1.2436 -0.6203  0.274
H5 -1.3348 0.5235 -0.5854  0.199



Entry 4:
# C38H40I2N2O3STeTi

A structure of composition C38H40I2N2O3STeTi (the ωB97M-V functional and the def2-TZVPD basis, OMol25).

Results
Net charge: +1
Kohn-Sham gap (alpha / beta): 6.8 / 7.3 eV
Highest occupied orbital energy (alpha / beta): -9.75 / -10.35 eV
Multiplicity: 2

Last column: Mulliken spin population.
Positions of all 88 atoms, in Å:
Ti1 1.1663 0.5080 1.8056  1.007
S1 2.8149 -3.1070 4.2355  0.001
C1 1.4391 -2.8587 5.2159  0.001
C2 0.9988 -1.5724 5.1890  0.010
C3 1.8187 -0.7911 4.3472  -0.034
C4 2.8467 -1.4626 3.7478  0.050
C5 3.8402 -0.8885 2.8384  -0.039
C6 5.1529 -1.3386 2.7920  -0.005
C7 6.0322 -0.7486 1.9035  0.008
C8 5.5896 0.2857 1.0979  -0.001
C9 4.2678 0.6794 1.1958  0.033
N1 3.4034 0.1020 2.0361  -0.020
H1 1.0078 -3.6914 5.7471  0.000
H2 0.1293 -1.1965 5.7060  0.000
H3 5.4814 -2.1319 3.4494  0.000
H4 7.0575 -1.0895 1.8486  0.000
H5 6.2487 0.7795 0.3985  0.000
H6 3.8673 1.4713 0.5773  -0.002
C10 1.3000 4.7793 3.0857  0.000
C11 1.5830 3.3186 3.2631  0.034
O1 1.2949 2.5613 2.3383  -0.010
C12 2.2203 2.8387 4.5034  0.008
C13 2.8428 3.7639 5.3474  0.005
C14 3.5257 3.3742 6.4825  -0.003
C15 3.5859 2.0269 6.8029  0.005
C16 2.9639 1.0830 6.0009  -0.006
C17 2.2842 1.4852 4.8645  0.007
O2 1.6116 0.5579 4.0900  0.000
H7 0.6928 4.9084 2.1949  0.000
H8 2.2340 5.3314 2.9616  0.002
H9 0.7851 5.1869 3.9552  0.000
H10 2.8016 4.8141 5.0963  0.001
H11 4.0039 4.1130 7.1094  0.000
H12 4.1123 1.6991 7.6893  0.000
H13 3.0003 0.0370 6.2699  0.000
I1 -1.4077 0.0349 2.6186  0.002
C18 -0.0518 -2.7841 -0.8549  0.001
I2 1.4400 -2.5941 0.6322  0.001
H14 0.4110 -3.3070 -1.6764  0.000
H15 -0.8257 -3.4031 -0.4011  0.000
C19 2.5543 1.3480 -1.8870  -0.004
C20 1.5013 0.4749 -1.2584  0.010
O3 0.9406 -0.3730 -2.0206  -0.008
N2 1.1881 0.5590 0.0057  -0.050
Te1 -1.2194 -1.0112 -1.2924  0.001
C21 -2.7975 -2.2651 -2.0603  -0.001
C22 -4.0806 -1.8987 -1.6092  0.000
C23 -4.3235 -0.6749 -0.7656  0.000
C24 -5.1734 -2.6759 -1.9642  0.000
C25 -5.0425 -3.8090 -2.7532  0.000
C26 -6.2378 -4.6365 -3.1338  0.000
C27 -3.7748 -4.1412 -3.1980  0.000
C28 -2.6418 -3.3937 -2.8768  -0.001
C29 -1.3548 -3.9054 -3.4799  0.000
C30 -1.4777 0.5156 -2.7742  0.001
C31 -1.8639 1.7442 -2.2251  0.000
C32 -1.9307 2.0439 -0.7476  -0.006
C33 -2.1852 2.7804 -3.1056  0.000
C34 -2.1154 2.6351 -4.4784  0.000
C35 -2.4578 3.7670 -5.4065  0.000
C36 -1.6899 1.4118 -4.9844  0.000
C37 -1.3621 0.3475 -4.1590  0.000
C38 -0.8877 -0.9268 -4.7845  0.000
H16 3.4904 0.7901 -1.9565  0.000
H17 2.7144 2.2551 -1.3069  -0.001
H18 2.2492 1.6049 -2.9002  0.000
H19 -3.7708 -0.7030 0.1776  0.000
H20 -5.3811 -0.5835 -0.5253  0.000
H21 -4.0290 0.2324 -1.2982  0.000
H22 -6.1566 -2.3877 -1.6097  0.000
H23 -7.1192 -4.3408 -2.5671  0.000
H24 -6.0563 -5.6965 -2.9544  0.000
H25 -6.4673 -4.5208 -4.1946  0.000
H26 -3.6447 -5.0142 -3.8299  0.000
H27 -1.5143 -4.1273 -4.5356  0.000
H28 -1.0489 -4.8356 -2.9965  0.000
H29 -0.5370 -3.1975 -3.4305  0.000
H30 -0.9715 1.8773 -0.2569  0.005
H31 -2.6556 1.4314 -0.2100  -0.001
H32 -2.2097 3.0854 -0.5966  -0.001
H33 -2.4963 3.7318 -2.6890  0.000
H34 -2.9044 4.6019 -4.8688  0.000
H35 -3.1595 3.4423 -6.1754  0.000
H36 -1.5643 4.1335 -5.9154  0.000
H37 -1.6060 1.2851 -6.0585  0.000
H38 -0.6402 -0.7680 -5.8326  0.000
H39 -1.6649 -1.6900 -4.7372  0.000
H40 0.0048 -1.2966 -4.2782  0.000



Entry 5:
# H3N3O2P

The ion H3N3O2P with charge -1 (the ωB97M-V functional and the def2-TZVPD basis, OMol25).

Results
Net charge: -1
Kohn-Sham gap (alpha / beta): 8.4 / 8.4 eV
Highest occupied orbital energy (alpha / beta): -3.94 / -3.97 eV
Multiplicity: 1

Last column: natural (NBO) charge in e.
Positions of all 9 atoms, in Å:
N1 1.8503 1.8388 0.2193  -0.108
N2 1.4850 -0.2696 -1.6216  -1.408
N3 -0.4170 -0.5384 0.5312  -1.234
O1 1.7263 -1.8783 0.5488  -1.147
O2 1.7756 0.6784 0.7606  -0.565
P1 1.1564 -0.7008 -0.1610  2.304
H1 1.3619 0.7949 -1.7542  0.375
H2 -0.8269 0.3929 0.2838  0.384
H3 -0.4390 -0.9852 1.4321  0.400



Entry 6:
# C3H7NO

A cluster of 2 separate species, C3H7NO in total (the ωB97M-V functional and the def2-TZVPD basis, OMol25).

Results
Net charge: 0
SMILES: O=C[C@H]1CN1.[H][H]
Kohn-Sham gap: 10.7 eV
Highest occupied orbital energy: -9.88 eV
Multiplicity: 1

Last column: natural (NBO) charge in e.
Positions of all 12 atoms, in Å:
O1 1.9710 0.4879 -0.1357  -0.501
C1 1.2195 -0.1741 -0.8077  0.428
C2 -0.2560 0.0526 -0.9209  -0.216
C3 -1.1674 -0.1801 0.2399  -0.229
N1 -0.8150 1.1641 -0.1728  -0.554
H1 1.5953 -1.0397 -1.3934  0.107
H2 -0.6671 -0.1984 -1.8995  0.204
H3 -0.7590 -0.4920 1.1971  0.213
H4 -2.1580 -0.5700 0.0105  0.195
H5 -1.5683 1.6053 -0.6911  0.357
H6 1.4002 -0.0717 2.0351  0.025
H7 1.2048 -0.5839 2.5385  -0.030